Molecular formula: C45H53F4N7RbS2Si2
Method: DFT, wB97M-V/def2-TZVPD

LUMO energy (spin up / spin down) = 0.125 / 1.289 eV
Highest occupied orbital energy (spin up / spin down) = -3.9 / -3.9 eV
Kohn-Sham gap (spin up / spin down) = 4.001 / 5.165 eV
Charge = -1
Relative energy (zero: lowest compared OMol25 entry of this formula, charge and spin) = 59.9 kcal per mole

```
114
Properties=species:S:1:pos:R:3:mulliken_charge:R:1
Rb 0.9137 0.3500 0.6653 0.864
C 4.5282 2.2195 -1.0756 -1.973
C 4.4181 1.0524 -0.1196 1.475
C 4.4223 1.2672 1.2614 0.442
C 4.5793 2.6714 1.8002 -2.247
C 4.2914 0.1881 2.1487 1.643
C 4.3142 0.4701 3.6332 -2.402
C 4.1392 -1.1077 1.6421 1.181
C 4.0418 -2.3081 2.5549 -2.444
C 4.1046 -1.3169 0.2552 1.275
C 3.8337 -2.7055 -0.2828 -2.489
C 4.3035 -0.2487 -0.6238 1.066
C 4.4418 -0.4849 -2.1121 -2.509
H 5.5718 2.4631 -1.3010 0.357
H 4.0668 3.1145 -0.6632 0.413
H 4.0271 2.0106 -2.0201 -0.056
H 3.6102 3.1719 1.8987 0.301
H 5.2007 3.2809 1.1465 0.453
H 5.0439 2.6726 2.7832 0.482
H 5.3207 0.7482 3.9620 0.479
H 3.9820 -0.3780 4.2210 0.217
H 3.6441 1.2933 3.8804 0.435
H 2.9989 -2.5756 2.7459 0.218
H 4.5088 -2.1227 3.5185 0.586
H 4.5402 -3.1719 2.1150 0.455
H 4.7409 -3.3163 -0.3286 0.357
H 3.4093 -2.6700 -1.2840 0.447
H 3.1203 -3.2348 0.3484 0.412
H 3.5003 -0.3473 -2.6506 0.310
H 4.7985 -1.4909 -2.3232 0.511
H 5.1611 0.2095 -2.5445 0.464
C -1.8364 -2.1392 1.8320 -0.689
C -2.6732 -0.8953 1.6740 0.709
C -4.0605 -0.9952 1.4200 -0.876
C -4.7752 0.1515 1.2498 -0.934
C -4.1375 1.4079 1.3503 1.176
C -4.8516 2.6137 1.1720 -0.820
C -4.1791 3.7961 1.2806 -0.691
C -2.8057 3.8251 1.5806 -0.519
C -2.0446 2.6826 1.7758 0.237
S -0.3537 2.8068 2.1907 -0.230
C -2.7447 1.4210 1.6341 -0.461
N -2.0525 0.2546 1.7731 0.156
H -2.4571 -3.0252 1.9747 0.436
H -1.1671 -2.0165 2.6828 -0.371
H -1.2285 -2.3010 0.9385 0.156
H -4.5309 -1.9693 1.3484 0.518
H -5.8383 0.1190 1.0334 0.423
H -5.9076 2.5778 0.9313 0.349
H -4.7069 4.7316 1.1327 0.349
H -2.2996 4.7780 1.6712 0.402
C 0.6093 -0.4399 6.9144 -0.975
N 0.7247 -1.6958 6.2119 0.183
C 0.2699 -2.9290 6.8336 -0.650
C 0.4450 -3.9611 5.7132 -0.610
N 0.5121 -3.1003 4.5452 0.004
C 0.7691 -1.8026 4.8574 -0.248
S 1.0408 -0.5797 3.7732 -0.236
H 1.3035 -0.4101 7.7561 0.283
H -0.4094 -0.3020 7.2892 0.307
H 0.8409 0.3665 6.2229 0.322
H -0.7766 -2.8388 7.1453 0.326
H 0.8691 -3.1641 7.7139 0.370
H -0.3986 -4.6466 5.6532 0.351
H 1.3610 -4.5442 5.8400 0.270
H 0.7043 -3.4355 3.6183 0.219
C -0.4244 4.3189 -3.7884 -1.089
Si 1.1059 3.7448 -2.8825 -0.082
C 2.5915 4.5734 -3.6850 -1.019
C 1.0040 4.2281 -1.0868 -0.107
C 1.3046 1.8997 -3.0013 0.012
Si 1.0496 0.7621 -4.4437 0.194
C -0.5573 1.1330 -5.3239 -1.020
C 2.4470 1.0289 -5.6710 -1.157
C 1.0458 -1.0336 -3.9036 -0.610
H -0.5928 5.3799 -3.5862 0.346
H -1.3115 3.7698 -3.4632 0.296
H -0.3256 4.1934 -4.8694 0.279
H 2.3995 5.6411 -3.8230 0.376
H 2.8064 4.1405 -4.6655 0.298
H 3.4886 4.4664 -3.0698 0.235
H 1.0329 5.3126 -0.9528 0.406
H 1.8306 3.8024 -0.5119 -0.225
H 0.0845 3.8626 -0.6206 -0.056
H 1.5275 1.4210 -2.0507 0.614
H -0.5087 2.0849 -5.8567 0.300
H -1.3949 1.1842 -4.6234 0.189
H -0.7726 0.3471 -6.0528 0.376
H 2.5127 2.0810 -5.9602 0.270
H 2.2747 0.4404 -6.5766 0.378
H 3.4145 0.7364 -5.2541 0.307
H 0.0356 -1.3473 -3.6355 0.224
H 1.6652 -1.1926 -3.0185 -0.094
H 1.4087 -1.6908 -4.6984 0.472
F -6.0476 -0.0921 -2.7255 -0.381
C -5.5498 -1.2578 -2.3005 0.231
C -6.3987 -2.3188 -2.2371 0.129
F -7.6684 -2.1182 -2.6072 -0.346
C -6.0067 -3.6125 -1.7971 0.329
C -4.6360 -3.6835 -1.4291 0.283
C -3.7892 -2.6229 -1.4958 0.328
F -2.5150 -2.8261 -1.1285 -0.451
C -4.1803 -1.3300 -1.9300 0.800
C -3.3102 -0.2259 -1.9573 1.051
C -1.9519 -0.2953 -1.5510 -1.004
N -0.8418 -0.2528 -1.2388 0.113
C -3.7032 1.0873 -2.3604 -0.486
N -3.9553 2.1710 -2.6612 -0.703
F -4.1373 -4.8474 -0.9940 -0.366
C -6.8828 -4.7103 -1.7377 0.554
C -8.2517 -4.6496 -2.1394 0.071
N -9.3617 -4.6793 -2.4486 -0.615
C -6.4942 -6.0020 -1.2695 0.023
N -6.2518 -7.0672 -0.9011 -0.634
```